Record 1
C18H16F6O3SSn as an isolated structure, computed with wB97M-V/def2-TZVPD.

Positions of all 45 atoms, in Å:
Sn  1.902  -0.737  -0.434
C  3.460  -3.455  -2.939
C  2.570  -3.397  -1.734
C  3.102  -3.368  -0.431
C  2.272  -3.321  0.690
C  0.887  -3.289  0.532
C  0.350  -3.337  -0.756
C  1.181  -3.391  -1.872
H  3.681  -4.497  -3.182
H  4.413  -2.959  -2.762
H  2.983  -3.012  -3.811
H  4.178  -3.401  -0.306
H  2.706  -3.309  1.681
H  0.240  -3.264  1.398
H  -0.726  -3.348  -0.888
H  0.749  -3.422  -2.864
C  2.912  0.681  3.523
C  1.827  0.412  2.493
O  2.296  -0.400  1.458
C  0.641  -0.348  3.127
F  1.066  -1.479  3.686
F  0.004  0.374  4.039
F  -0.267  -0.703  2.176
C  1.362  1.750  1.882
F  2.361  2.290  1.171
F  0.946  2.629  2.772
F  0.348  1.558  0.980
H  3.263  -0.265  3.927
H  2.533  1.296  4.338
H  3.743  1.194  3.044
O  -5.317  5.366  -2.412
C  -5.218  4.525  -1.404
O  -5.802  4.628  -0.367
C  -4.270  3.356  -1.419
C  -4.830  2.062  -1.276
C  -4.001  0.998  -1.160
C  -2.555  1.187  -1.142
S  -1.570  -0.082  -0.910
C  -2.028  2.541  -1.266
C  -2.872  3.595  -1.379
H  -4.786  5.123  -3.184
H  -5.906  1.952  -1.262
H  -4.376  -0.013  -1.059
H  -0.954  2.669  -1.249
H  -2.500  4.609  -1.447

## Properties
- Orbital gap: 5.34 eV
- HOMO: -15.688 eV
- LUMO: -10.34 eV
- Net charge: +2

***

Record 2
One molecule with the formula C3H4N2O, computed with wB97M-V/def2-TZVPD.

Positions of all 10 atoms, in Å:
O  -1.671  -0.395  -1.630
C  -0.911  0.096  -0.808
N  -0.163  1.247  -0.881
N  0.778  1.072  0.068
C  0.810  -0.051  0.742
C  -0.360  -0.823  0.281
H  -0.435  -1.538  -0.577
H  1.443  1.835  0.176
H  1.497  -0.188  1.571
H  -0.989  -1.255  1.059

## Properties
- Orbital gap: 8.73 eV
- Energy relative to the best compared isomer or geometry (same formula, charge and spin): 289.1 kJ/mol
- HOMO: -8.645 eV
- LUMO: 0.09 eV

***

Record 3
An isolated ion of composition C4H12N2 and charge +2, computed with wB97M-V/def2-TZVPD.

Positions of all 18 atoms, in Å:
N  0.964  2.140  -2.127
C  0.470  1.596  -0.818
C  -0.191  0.445  -0.837
C  -0.769  -0.233  0.394
C  0.155  -1.355  0.909
N  -0.600  -2.087  2.003
H  1.009  1.314  -2.732
H  0.330  2.791  -2.606
H  1.877  2.594  -2.131
H  0.672  2.303  -0.023
H  -0.719  0.293  -1.784
H  -1.755  -0.620  0.161
H  -0.798  0.560  1.143
H  0.430  -2.071  0.137
H  1.071  -0.958  1.345
H  -0.809  -1.390  2.734
H  -1.391  -2.647  1.685
H  0.052  -2.674  2.547

## Properties
- Orbital gap: 11.64 eV
- Energy relative to the best compared isomer or geometry (same formula, charge and spin): 42.9 kJ/mol
- HOMO: -18.788 eV
- LUMO: -7.15 eV
- Net charge: +2

***

Record 4
C16H19BCaN6S as an isolated structure, computed with wB97M-V/def2-TZVPD.

Positions of all 44 atoms, in Å:
H  1.922  -1.577  -1.841
N  -0.076  -0.839  -1.726
B  -2.575  -0.446  -2.180
N  -1.214  -1.137  -2.474
C  -0.907  -1.985  -3.473
Ca  -0.014  0.886  0.151
H  -1.671  -2.296  -4.174
C  0.451  -2.292  -3.380
H  1.008  -2.939  -4.034
C  0.923  -1.573  -2.261
H  -3.442  -0.839  -2.896
C  0.852  2.877  1.973
H  1.728  3.036  2.621
H  0.123  2.287  2.538
H  0.412  3.835  1.680
N  -2.329  1.080  -2.310
N  -2.936  -0.701  -0.675
N  -1.360  1.736  -1.545
N  -2.037  -0.372  0.340
C  -2.926  1.954  -3.132
C  -4.071  -1.174  -0.134
H  -3.706  1.603  -3.780
H  -4.900  -1.435  -0.778
C  -2.356  3.207  -2.934
C  -3.919  -1.209  1.253
C  -1.377  3.032  -1.938
C  -2.620  -0.730  1.506
H  -2.617  4.120  -3.436
H  -4.649  -1.530  1.971
H  -0.706  3.762  -1.502
H  -2.093  -0.645  2.455
H  1.271  2.374  1.078
S  1.474  -0.345  2.162
C  3.080  -0.851  2.080
C  3.504  -1.954  2.872
C  4.817  -2.400  2.830
C  5.761  -1.767  2.006
C  5.357  -0.671  1.229
C  4.043  -0.214  1.259
H  2.767  -2.449  3.501
H  5.127  -3.241  3.449
H  6.790  -2.126  1.961
H  6.083  -0.159  0.599
H  3.722  0.627  0.645

## Properties
- Orbital gap: 6.65 eV
- HOMO: -6.719 eV
- LUMO: -0.07 eV

***

Record 5
C5H10O as an isolated structure, computed with wB97M-V/def2-TZVPD.

Positions of all 16 atoms, in Å:
O  2.337  0.447  0.494
C  1.546  -0.680  0.566
C  0.294  -0.305  -0.243
C  -1.026  -0.992  0.093
C  -1.568  0.320  -0.416
C  -0.054  1.205  -0.081
H  1.529  1.200  0.212
H  1.928  -1.580  0.055
H  1.237  -0.960  1.596
H  0.463  -0.423  -1.320
H  -1.177  -1.162  1.168
H  -1.213  -1.916  -0.469
H  -1.792  0.307  -1.488
H  -2.224  0.908  0.187
H  -0.243  1.622  0.915
H  -0.030  1.967  -0.861

## Properties
- Orbital gap: 10.37 eV
- Energy relative to the best compared isomer or geometry (same formula, charge and spin): 329.5 kJ/mol
- HOMO: -9.404 eV
- LUMO: 0.97 eV

***

Record 6
C43H70CsGeN3O6PS4Si as an isolated structure, computed with wB97M-V/def2-TZVPD.

Positions of all 130 atoms, in Å:
Cs  -1.071  1.217  0.228
C  0.571  2.789  3.144
C  -0.129  3.949  2.423
C  -0.648  4.954  3.455
C  0.868  4.641  1.497
O  -1.161  3.445  1.600
Ge  -2.941  3.108  2.189
O  -3.516  2.593  0.467
C  -4.454  3.292  -0.328
C  -5.428  4.128  0.507
C  -5.242  2.234  -1.100
C  -3.704  4.200  -1.301
O  -2.540  1.324  2.719
C  -3.527  0.509  3.320
C  -4.158  1.190  4.538
C  -2.802  -0.758  3.771
C  -4.614  0.138  2.311
H  1.383  3.162  3.775
H  -0.153  2.248  3.756
H  0.989  2.093  2.411
H  0.190  5.432  3.969
H  -1.244  5.723  2.961
H  -1.281  4.470  4.200
H  1.714  5.048  2.059
H  1.248  3.926  0.765
H  0.379  5.451  0.954
H  -5.915  3.509  1.264
H  -4.916  4.941  1.021
H  -6.197  4.558  -0.141
H  -5.713  1.538  -0.405
H  -6.016  2.694  -1.720
H  -4.572  1.665  -1.746
H  -3.117  4.938  -0.753
H  -3.012  3.620  -1.913
H  -4.392  4.727  -1.967
H  -3.374  1.550  5.206
H  -4.769  2.045  4.247
H  -4.789  0.484  5.084
H  -2.026  -0.506  4.495
H  -3.494  -1.471  4.229
H  -2.329  -1.244  2.917
H  -5.122  1.031  1.947
H  -4.173  -0.365  1.450
H  -5.352  -0.528  2.767
O  0.322  6.678  -8.372
C  0.238  6.003  -7.372
S  0.275  4.243  -7.361
C  0.120  3.971  -5.620
C  0.024  5.145  -4.837
S  -0.125  5.264  -3.181
S  0.067  6.660  -5.749
S  0.081  2.383  -5.106
O  1.342  0.813  -0.310
P  2.803  0.789  -0.590
N  3.212  -0.391  -1.686
C  2.192  -0.707  -2.707
C  2.879  -1.750  -3.604
C  4.113  -2.216  -2.805
C  3.899  -1.646  -1.405
N  3.808  0.510  0.706
C  3.453  -0.647  1.561
C  3.271  -0.054  2.951
C  4.286  1.083  2.963
C  4.163  1.666  1.559
N  3.296  2.260  -1.151
C  4.634  2.374  -1.737
C  4.360  2.645  -3.210
C  3.150  3.577  -3.158
C  2.364  3.130  -1.914
H  1.894  0.195  -3.244
H  1.299  -1.127  -2.234
H  3.176  -1.315  -4.559
H  2.199  -2.575  -3.811
H  5.025  -1.793  -3.231
H  4.217  -3.300  -2.792
H  4.825  -1.464  -0.861
H  3.272  -2.326  -0.815
H  4.265  -1.382  1.557
H  2.552  -1.146  1.202
H  3.437  -0.793  3.735
H  2.261  0.344  3.062
H  5.291  0.688  3.128
H  4.083  1.833  3.727
H  5.091  2.124  1.213
H  3.384  2.432  1.529
H  5.210  1.466  -1.553
H  5.166  3.218  -1.281
H  4.102  1.706  -3.705
H  5.215  3.084  -3.726
H  2.528  3.519  -4.049
H  3.475  4.614  -3.045
H  1.453  2.596  -2.180
H  2.069  3.987  -1.310
C  -3.662  -4.833  -0.950
C  -2.656  -4.903  0.204
C  -2.451  -6.353  0.640
C  -3.249  -4.111  1.376
Si  -1.052  -3.968  -0.294
O  -1.338  -2.518  -0.812
C  0.030  -3.968  1.288
C  0.130  -2.753  1.962
C  0.851  -2.622  3.142
C  1.519  -3.721  3.665
C  1.453  -4.941  3.003
C  0.715  -5.058  1.832
C  -0.017  -5.072  -1.489
C  -0.528  -6.044  -2.351
C  0.279  -6.744  -3.241
C  1.640  -6.490  -3.293
C  2.180  -5.529  -2.448
C  1.361  -4.837  -1.568
H  -4.658  -5.144  -0.607
H  -3.387  -5.486  -1.781
H  -3.731  -3.817  -1.338
H  -3.407  -6.795  0.954
H  -1.766  -6.423  1.488
H  -2.048  -6.971  -0.164
H  -4.236  -4.513  1.644
H  -3.368  -3.058  1.115
H  -2.613  -4.163  2.263
H  -0.377  -1.904  1.517
H  0.890  -1.667  3.650
H  2.086  -3.629  4.585
H  1.978  -5.802  3.402
H  0.688  -6.015  1.321
H  -1.587  -6.264  -2.340
H  -0.158  -7.489  -3.897
H  2.274  -7.032  -3.984
H  3.243  -5.323  -2.475
H  1.803  -4.095  -0.913

## Properties
- 2S+1: 2
- ⟨S²⟩: 0.7679
- Orbital gap (spin up / spin down): 5.69 / 6.23 eV
- Energy relative to the best compared isomer or geometry (same formula, charge and spin): 103.5 kJ/mol
- HOMO (spin up / spin down): -2.393 / -2.943 eV
- LUMO (spin up / spin down): 3.29 / 3.29 eV
- Net charge: -2

***

Number 1: total energy -2132.31502 Eh. Number 2: total energy -301.37714 Eh. Number 3: total energy -268.46443 Eh. Number 4: total energy -2050.42483 Eh. Number 5: total energy -271.62712 Eh. Number 6: total energy -6617.20947 Eh.